84
Properties=species:S:1:pos:R:3:forces:R:3:mulliken_charge:R:1 method="wB97M-V/def2-TZVPD" e_tot_ev=-178695.6951 total_charge=-2 e_lumo_ev="4.055 / 4.054" multiplicity=6 s_squared=8.76
Mn -0.82285 0.32088 0.62305 -0.2476 0.2550 0.8534 0.626
Cl 5.35253 0.93077 -3.82678 0.2472 0.2613 -0.4639 -0.320
C 4.25981 0.60978 -2.51699 -0.1998 0.0032 0.4992 0.283
C 3.80211 -0.70268 -2.34764 -0.4239 -0.2420 0.4269 -0.830
C 3.07823 -1.08587 -1.24267 0.5690 0.3780 -0.7423 -0.352
C 2.78263 -0.15406 -0.18804 0.3849 -0.0760 -0.1332 0.441
O 2.32624 -0.51665 0.91437 -0.5107 -0.1743 0.0310 -0.862
C 3.09620 1.21998 -0.51126 -0.4472 0.5230 0.6362 0.280
C 2.55106 2.27142 0.31194 0.5660 0.3490 -0.6410 0.166
N 1.82005 2.19669 1.36189 -0.4607 -0.3925 0.1684 0.221
C 1.51762 3.34994 2.08509 0.7490 0.9150 -0.8755 0.641
C 1.91898 4.66155 1.75311 -0.5653 -1.1878 1.4190 -0.792
C 1.83536 5.67433 2.71362 -0.6615 0.3279 0.9068 -0.831
C 1.27602 5.49167 3.97338 0.4146 -0.9054 -1.0615 -0.883
C 0.69924 4.21272 4.24929 -0.2549 0.6931 0.1177 1.253
C -0.12487 3.97955 5.38467 0.3197 -0.4595 -0.3699 -0.702
C -0.70936 2.74989 5.54318 0.0363 0.1731 -0.0037 -0.663
C -0.57480 1.73466 4.53782 0.8902 1.5200 -1.0538 -0.408
N 0.10146 1.98130 3.42191 0.4053 0.1973 1.2550 -0.070
C 0.79828 3.16322 3.30539 -0.9906 -0.4843 -0.1040 -0.134
C 3.88477 1.57946 -1.62788 -0.2962 -0.0885 0.1255 -0.840
H 4.01343 -1.39817 -3.13806 0.1366 -0.4111 -0.1532 0.392
H 2.76112 -2.10519 -1.12847 -0.0644 -0.2586 -0.0480 0.394
H 2.81851 3.25395 -0.07504 0.2488 0.3591 -0.1504 -0.100
H 2.34943 4.90206 0.81584 0.3662 0.0411 -0.7067 0.435
H 2.17099 6.66480 2.45329 0.2455 0.2070 -0.0921 0.356
H 1.30766 6.27864 4.71542 -0.2370 0.0118 0.0178 0.381
H -0.29325 4.79814 6.08704 0.0419 -0.2784 -0.0547 0.358
H -1.32017 2.63605 6.42509 -0.2022 -0.4878 0.0472 0.362
H -1.05431 0.77261 4.52723 -0.4556 -0.2342 0.2837 0.445
H 4.17314 2.61699 -1.80630 -0.1342 -0.1805 0.1745 0.344
C -2.87080 3.46050 2.20655 -0.2205 -0.6364 -0.9247 -0.963
C -2.20733 3.51569 0.85813 -0.4137 0.4401 0.6310 0.039
N -1.55989 2.52793 0.28168 0.4055 0.0073 0.0237 -0.021
C -0.99305 3.05548 -0.83962 0.4020 -0.6256 -0.9805 0.610
C -1.32053 4.35412 -0.96739 0.1277 0.9477 -0.6466 0.069
N -2.11722 4.64377 0.08647 -0.0716 -0.2564 0.9302 -0.005
C -0.89426 5.45495 -1.85999 0.8528 -1.3072 -0.9153 0.505
O -0.11993 5.11124 -2.87447 -0.6384 1.1221 0.5245 -0.648
O -1.22936 6.58472 -1.60873 -0.3659 1.1512 0.1798 -0.698
C -0.20524 2.22847 -1.80526 -0.0655 -0.3323 0.3293 0.008
O 0.03785 2.72339 -2.94821 0.2045 -0.9002 0.4585 -0.919
O 0.11564 1.09391 -1.39061 -0.3378 -0.0693 -0.1300 -0.309
H -2.78219 2.42044 2.55337 0.0843 0.1364 0.0841 -0.074
H -3.94195 3.67396 2.12643 0.1226 0.1349 0.0119 0.446
H -2.39652 4.15671 2.88266 0.1566 0.1928 0.2965 0.241
H -2.38278 5.59904 0.26918 -0.1425 -0.1170 0.2668 0.254
H -0.05002 4.05888 -2.94635 0.0141 -0.1576 -0.0082 0.447
Se -2.54711 -0.35632 2.30850 0.2617 0.1733 -0.2431 -1.188
O -0.57480 -1.53774 -0.36853 0.4455 1.2916 0.4502 0.876
P -0.76820 -2.85523 -0.96510 0.3691 -2.1927 -0.4887 0.252
C 0.49514 -4.06776 -0.35708 -0.2550 0.0429 -0.0637 0.742
C 1.47867 -3.51126 0.46139 0.0835 -1.6923 0.1096 -0.888
C 2.47218 -4.38055 0.94523 0.4087 0.6841 0.3354 -0.615
C 2.49469 -5.71801 0.60682 0.2686 -0.2007 0.2057 -0.437
C 1.47564 -6.29341 -0.12223 -0.7918 0.5781 -1.0255 -0.667
C 0.46501 -5.45736 -0.62030 0.0935 0.5100 0.4440 -0.500
C -0.60058 -2.76514 -2.74325 -0.2614 -0.9933 -0.3900 0.832
C -0.40080 -1.52181 -3.29076 -0.0652 -0.0898 -2.3149 -0.352
C -0.37840 -1.37982 -4.72556 -0.4511 -0.4123 2.6908 -0.757
C -0.56371 -2.47871 -5.53299 0.6918 0.9281 -0.0978 -0.452
C -0.69899 -3.73859 -4.97015 -0.4772 -0.1899 0.6076 -0.801
C -0.74415 -3.89303 -3.57859 -0.0378 0.2990 -0.8050 -0.294
C -2.29928 -3.64528 -0.46581 0.0135 -0.0930 -0.4008 0.909
C -2.46834 -3.42147 0.89404 0.4065 0.1216 0.0471 -1.040
C -3.43073 -4.11593 1.56617 -1.3036 -0.6404 1.4944 -0.594
C -4.32468 -4.97131 0.90834 0.8792 1.0201 -0.4997 -0.549
C -4.20961 -5.11337 -0.47468 -0.3171 -0.0173 0.1466 -0.545
C -3.17408 -4.48122 -1.16685 -0.3366 0.1037 0.4154 -0.125
H 1.42590 -2.48127 0.73928 0.2989 0.6849 0.1330 0.791
H 3.28344 -4.03938 1.60541 -0.5248 0.2329 -0.4100 0.387
H 3.32621 -6.33391 0.92796 -0.0222 -0.0130 0.1510 0.349
H 1.50565 -7.34552 -0.38705 -0.1390 0.0532 0.1368 0.369
H -0.39977 -5.85433 -1.14365 0.1913 -0.1504 -0.0868 0.307
H -0.29747 -0.66413 -2.66590 0.1608 0.5743 0.3641 0.389
H -0.33653 -0.37361 -5.06496 0.3006 0.5487 -0.6299 0.529
H -0.50937 -2.28555 -6.60118 -0.2502 -0.4756 -0.0056 0.344
H -0.89142 -4.56019 -5.64390 0.1537 -0.3463 0.1502 0.363
H -0.93709 -4.88081 -3.17023 0.1336 0.1372 0.0311 0.227
H -1.89881 -2.65130 1.42937 -0.0375 -0.2247 -0.0731 0.099
H -3.53249 -3.94238 2.65754 -0.0068 -0.0338 -0.8409 0.353
H -5.16522 -5.38142 1.42757 -0.2240 -0.4043 0.2893 0.372
H -4.99609 -5.66620 -0.99771 0.4511 0.0754 -0.0375 0.345
H -3.15250 -4.58826 -2.23848 0.3058 0.0259 -0.2286 0.395

***

16
Properties=species:S:1:pos:R:3:forces:R:3:mulliken_charge:R:1 method="wB97M-V/def2-TZVPD" e_tot_ev=-6379.8606 de_lowest_kcal_mol=92.2 total_charge=0 e_lumo_ev="0.754 / 0.755" multiplicity=1
C 2.07113 -0.07878 0.02197 -0.0451 -0.0260 -0.1536 -1.289
C 0.63403 -0.24476 0.46033 -0.0622 0.3055 0.0146 0.106
C -0.88571 -1.32987 -0.87046 0.5267 0.5924 0.1224 -0.922
C -1.91148 -0.38455 -0.49145 0.1771 0.0990 0.1148 -0.182
C -1.64550 0.70977 0.23655 -0.1249 -0.0552 0.0377 -0.446
C -0.20683 0.99175 0.56819 0.0351 0.0636 -0.0779 -0.597
H 2.59775 0.55548 0.75251 -0.1298 -0.0939 -0.1049 0.332
H 2.14064 0.41619 -0.94978 -0.0116 -0.0568 0.0852 0.356
H 2.61962 -1.02558 -0.02659 -0.1856 0.1121 -0.0215 0.360
H 0.56664 -0.85640 1.37160 -0.1699 0.0090 -0.3367 0.315
H -0.65645 -1.33057 -1.94285 0.2042 -0.0433 0.2235 0.182
H 0.01943 -1.43132 -0.17648 -0.4566 -0.8438 0.0298 0.457
H -2.92102 -0.55652 -0.87613 0.2752 0.0272 0.0485 0.360
H -2.41568 1.41830 0.52227 0.0435 -0.0938 0.0460 0.371
H 0.19507 1.77683 -0.08681 -0.0912 0.0253 0.0427 0.305
H -0.12690 1.36906 1.59627 0.0152 -0.0212 -0.0707 0.292

***

13
Properties=species:S:1:pos:R:3:forces:R:3:mulliken_charge:R:1 method="wB97M-V/def2-TZVPD" e_tot_ev=-52593.6382 de_lowest_kcal_mol=0.0 total_charge=+2 e_lumo_ev="-8.437 / -12.426" multiplicity=4 s_squared=3.77
O 0.50155 1.80361 0.29332 1.2779 1.1833 -0.5955 -0.625
C 0.77480 0.70821 -0.19802 0.2450 -3.9453 1.1728 0.958
C 0.15435 -1.43413 -0.63768 0.7583 -0.4639 -0.7856 -0.202
O -0.08077 0.01130 -0.88361 -1.0960 -0.0105 0.3030 -0.355
O 1.79880 0.00790 0.20735 -0.0145 1.5116 0.2083 -0.272
C 1.52577 -1.40130 0.07725 0.0775 -0.7985 -0.8196 -0.222
H -0.58632 -1.96182 -0.03089 -0.3902 1.0067 0.1059 0.270
H 0.09902 -1.90876 -1.62280 0.4983 0.1935 0.2109 0.294
H 2.32954 -1.85231 -0.51056 -0.1327 0.1186 0.1839 0.290
H 1.49565 -1.83241 1.08243 0.0652 0.2024 -0.2345 0.278
O -2.72004 2.76854 0.39880 3.6813 -0.0557 0.7840 -0.367
Li -4.36330 2.35443 1.13486 -0.6936 0.0209 0.0316 0.958
Ni -0.92905 2.73675 0.68955 -4.2766 1.0370 -0.5652 0.994

***

99
Properties=species:S:1:pos:R:3:forces:R:3:mulliken_charge:R:1 method="wB97M-V/def2-TZVPD" e_tot_ev=-105627.6608 de_lowest_kcal_mol=0.0 total_charge=0 e_lumo_ev=0.205 multiplicity=1
In 0.23665 0.04235 0.56585 -0.0182 0.2118 -0.0301 2.069
C -0.09169 1.90410 -3.62158 -0.0382 0.0016 -0.0005 -2.072
C 0.38994 1.14645 -2.41549 0.0099 -0.0046 -0.0002 0.774
N -0.41289 0.82265 -1.45820 0.0405 -0.0015 0.0174 0.928
N -1.74611 1.18316 -1.58585 0.0090 -0.0023 0.0313 -0.886
C -2.53565 0.63391 -0.72961 -0.0186 0.0282 0.0019 0.240
S -2.18761 -0.51056 0.53497 -0.0356 0.0465 -0.0095 -0.569
S -4.24849 1.06335 -0.74802 0.0460 -0.0247 0.0053 -0.096
C -4.45317 1.77071 -2.41294 -0.0275 0.0238 0.0187 -1.064
C -4.74828 0.71061 -3.43475 -0.0222 0.0042 -0.0115 0.456
C -3.71664 0.06182 -4.10498 0.0503 -0.0308 -0.0098 0.336
C -3.99176 -0.95205 -5.01137 0.0006 0.0090 -0.0001 -0.573
C -5.30336 -1.32704 -5.26162 -0.0138 -0.0004 0.0071 -0.500
C -6.33976 -0.68251 -4.59925 0.0126 -0.0104 -0.0129 -0.566
C -6.06174 0.32754 -3.69176 0.0068 0.0100 -0.0066 -0.609
C 1.80930 0.77536 -2.33686 0.0015 0.0161 0.0046 0.611
C 2.72655 1.45480 -3.15574 -0.0044 0.0050 -0.0099 -1.005
C 4.06566 1.13863 -3.18516 -0.0001 -0.0012 -0.0036 -1.034
C 4.52536 0.08410 -2.39387 -0.0017 0.0016 0.0020 -0.556
C 3.65650 -0.60236 -1.57953 0.0053 0.0039 -0.0085 -0.651
C 2.28906 -0.26848 -1.50165 -0.0124 -0.0296 0.0088 0.681
O 1.53064 -0.97342 -0.69291 0.0244 -0.1320 0.0925 -1.009
H -1.16673 1.81840 -3.72694 0.0241 0.0174 0.0004 0.280
H 0.40167 1.54846 -4.52308 0.0035 -0.0046 -0.0024 0.486
H 0.14386 2.96460 -3.49992 0.0182 -0.0054 -0.0106 0.413
H -3.54933 2.32873 -2.64354 0.0075 0.0184 -0.0005 0.246
H -5.28339 2.47151 -2.32250 -0.0022 -0.0139 -0.0014 0.611
H -2.69031 0.33653 -3.89297 -0.0539 -0.0146 -0.0156 0.198
H -3.17680 -1.45471 -5.51690 -0.0026 0.0010 -0.0043 0.399
H -5.51796 -2.11838 -5.96800 -0.0025 -0.0015 -0.0005 0.391
H -7.36635 -0.96869 -4.78888 -0.0001 -0.0011 -0.0008 0.391
H -6.87352 0.82349 -3.17141 0.0005 0.0003 -0.0004 0.384
H 2.37348 2.26523 -3.77952 0.0028 -0.0014 -0.0007 0.464
H 4.74433 1.69218 -3.81945 -0.0001 -0.0008 -0.0006 0.401
H 5.57230 -0.19479 -2.41708 0.0015 0.0010 -0.0001 0.448
H 3.99618 -1.41865 -0.95353 -0.0045 -0.0015 0.0025 0.512
C 0.65698 -3.67391 -2.36430 -0.0115 0.0187 0.0098 -2.489
C -0.22248 -3.70647 -1.13650 0.0034 -0.0224 0.0370 0.775
C 0.35259 -3.97847 0.11407 -0.0267 -0.0682 -0.0306 1.180
C 1.85108 -4.14378 0.20420 -0.0101 0.0441 0.0245 -2.063
C -0.46585 -4.13545 1.23814 0.0265 -0.0234 -0.0365 1.444
C 0.13139 -4.44607 2.59083 -0.0126 0.0249 0.0317 -2.312
C -1.85768 -4.04814 1.10214 0.0006 0.0158 0.0164 1.502
C -2.75081 -4.34233 2.28559 -0.0085 -0.0116 -0.0015 -2.573
C -2.41829 -3.67347 -0.11874 0.0026 0.0303 -0.0276 0.959
C -3.90588 -3.44041 -0.22801 -0.0162 -0.0299 0.0001 -2.463
C -1.59716 -3.48226 -1.23658 0.0101 -0.0065 0.0014 1.660
C -2.20989 -2.98038 -2.52176 0.0056 -0.0181 0.0171 -1.979
H 1.03305 -2.66725 -2.56209 0.0098 0.0244 -0.0062 0.297
H 0.12214 -4.01890 -3.24740 -0.0067 0.0027 0.0033 0.496
H 1.51995 -4.32574 -2.24388 0.0031 0.0088 -0.0059 0.468
H 2.16421 -5.14245 -0.11756 -0.0228 0.0034 -0.0002 0.355
H 2.22193 -3.99985 1.21510 0.0045 -0.0047 0.0080 0.335
H 2.34990 -3.41296 -0.42849 0.0229 0.0150 -0.0006 0.220
H 1.06706 -3.91641 2.75154 0.0149 0.0060 -0.0050 0.364
H 0.33360 -5.51513 2.70955 0.0031 -0.0018 -0.0070 0.334
H -0.53391 -4.14843 3.39921 0.0063 -0.0075 -0.0033 0.453
H -2.87432 -3.46792 2.93374 -0.0047 0.0030 0.0003 0.323
H -2.34472 -5.14647 2.89755 -0.0043 0.0031 0.0008 0.501
H -3.74313 -4.65348 1.96804 -0.0018 0.0004 -0.0072 0.496
H -4.44095 -4.37087 -0.44403 -0.0127 0.0005 0.0082 0.404
H -4.14714 -2.73687 -1.02124 0.0031 0.0011 -0.0066 0.393
H -4.31597 -3.02696 0.69216 0.0081 -0.0051 0.0040 0.432
H -2.74060 -2.04157 -2.34365 0.0084 0.0041 0.0008 -0.042
H -2.93789 -3.68138 -2.93904 -0.0033 0.0066 -0.0013 0.413
H -1.46118 -2.77868 -3.28274 -0.0033 -0.0022 -0.0063 0.336
C 5.97239 -0.61100 1.82166 -0.0014 -0.0014 0.0016 -1.336
C 5.01322 0.55207 1.85356 0.0026 -0.0080 -0.0160 0.195
O 3.89029 0.17639 2.69457 0.0014 0.0185 0.0001 -0.273
P 2.48888 0.89128 2.47141 -0.0319 0.0079 -0.0544 0.727
O 2.22366 1.21097 1.03409 -0.0688 -0.0146 0.0235 -0.762
Te 0.77538 -0.54556 3.31748 0.0924 -0.0918 -0.0166 -0.509
O 2.58322 2.26365 3.28403 0.0618 0.0008 -0.0041 -0.246
C 2.85412 2.24014 4.69655 -0.0297 -0.0035 0.0054 -0.214
C 3.05446 3.66372 5.15583 -0.0086 0.0106 0.0010 -1.227
H 6.83674 -0.35855 1.20594 0.0002 0.0020 -0.0010 0.398
H 5.48704 -1.48919 1.39633 0.0001 0.0010 -0.0006 0.232
H 6.31996 -0.85784 2.82469 0.0013 0.0004 0.0003 0.368
H 4.63879 0.78930 0.85695 0.0026 -0.0032 0.0016 0.125
H 5.47417 1.44541 2.28051 -0.0012 -0.0025 0.0066 0.262
H 3.74010 1.63035 4.88593 0.0045 0.0055 -0.0099 0.435
H 2.00328 1.77305 5.20249 0.0035 -0.0059 0.0070 0.235
H 3.90576 4.11631 4.64826 0.0022 -0.0019 -0.0005 0.312
H 3.23767 3.68493 6.23053 0.0031 0.0006 -0.0001 0.406
H 2.16809 4.26194 4.94335 0.0101 -0.0040 0.0053 0.202
O -0.29354 2.21986 1.10786 0.0102 0.0457 0.0137 -0.654
S -1.48962 3.10264 1.39285 -0.0545 -0.0546 -0.0058 0.223
C -0.78124 4.39186 2.44875 0.0301 -0.0288 -0.0179 -0.898
C -0.68714 3.77657 3.83694 -0.0177 0.0033 0.0022 0.191
C -2.05168 3.13385 4.06381 -0.0099 0.0221 0.0071 -0.908
C -2.35871 2.32807 2.80242 0.0216 -0.0049 -0.0087 -0.228
H -1.45934 5.24809 2.42275 -0.0118 -0.0059 -0.0051 0.419
H 0.16950 4.65864 1.98940 -0.0040 0.0185 0.0096 0.466
H -0.44675 4.52507 4.59305 -0.0036 0.0024 -0.0050 0.468
H 0.09648 3.01585 3.83868 0.0046 -0.0046 0.0038 -0.359
H -2.80470 3.91237 4.20999 -0.0072 -0.0118 0.0086 0.312
H -2.06944 2.48801 4.94193 0.0217 -0.0080 -0.0058 0.386
H -3.41532 2.23245 2.55984 -0.0006 0.0205 -0.0161 0.598
H -1.91679 1.33279 2.83577 -0.0173 -0.0333 0.0015 -0.097